Record 1
Computed, not measured: a cluster of 5 separate species, C28H33N4O in total at a distorted geometry, with ωB97M-V with the def2-TZVPD basis set.

Summary:
- E (Ha) = -1380.6183
- HOMO-LUMO gap (eV) = 6.706
- maximum force (eV/A) = 6.0
- LUMO (Eh) = -0.14758
- energy above the lowest of the compared OMol25 structures with the same formula, charge and spin (kcal per mole) = 130.9
- charge = +1

Each line ends with the Mulliken charge.
Cartesian coordinates (Å):
C 6.40 0.84 4.06  -1.058
C 4.99 0.32 3.49  -0.044
O 3.93 0.59 4.47  -0.302
N 2.79 0.18 3.89  0.560
N 2.35 -1.10 3.77  -0.251
C 1.13 -1.06 3.05  0.031
N 0.74 0.27 2.68  -0.279
C 1.81 1.03 3.25  0.104
N 2.07 2.35 3.29  -0.255
H 7.14 1.10 3.24  0.347
H 6.78 0.06 4.78  0.303
H 6.19 1.80 4.64  0.312
H 5.11 -0.78 3.26  0.304
H 4.80 0.85 2.49  0.202
H 2.85 -1.91 4.17  0.269
H 0.53 -1.99 2.82  0.302
H 1.47 2.93 3.90  0.243
H 2.87 2.75 2.79  0.195
C -1.85 -1.93 0.65  -0.123
C -2.47 -2.22 -0.56  -0.437
C -3.33 -3.32 -0.65  -0.647
C -3.57 -4.11 0.47  -0.369
C -2.95 -3.82 1.68  -0.640
C -2.08 -2.73 1.77  -0.153
H -1.18 -1.08 0.72  0.393
H -2.29 -1.60 -1.43  0.381
H -3.81 -3.55 -1.59  0.515
H -4.24 -4.96 0.40  0.416
H -3.13 -4.43 2.55  0.387
H -1.59 -2.50 2.71  0.292
C -1.81 -5.58 -2.60  -0.174
C -2.12 -4.94 -3.80  -0.358
C -2.36 -5.69 -4.95  -0.429
C -2.30 -7.08 -4.89  -0.392
C -2.00 -7.72 -3.69  -0.351
C -1.75 -6.97 -2.55  -0.568
H -1.62 -5.00 -1.71  0.458
H -2.16 -3.86 -3.84  0.384
H -2.59 -5.19 -5.88  0.362
H -2.49 -7.66 -5.79  0.359
H -1.96 -8.80 -3.65  0.365
H -1.52 -7.47 -1.62  0.361
C 4.08 3.81 -1.41  -0.597
C 3.25 4.05 -2.50  -0.415
C 1.89 3.76 -2.41  -0.580
C 1.37 3.24 -1.23  -0.562
C 2.20 2.99 -0.15  0.252
C 3.56 3.27 -0.24  -0.063
H 5.14 4.03 -1.48  0.370
H 3.65 4.47 -3.41  0.375
H 1.24 3.95 -3.25  0.391
H 0.31 3.02 -1.16  0.491
H 1.79 2.58 0.77  0.048
H 4.22 3.08 0.61  0.256
C -2.40 4.30 -0.18  -0.235
C -3.77 4.16 0.03  -0.503
C -4.66 5.01 -0.62  -0.352
C -4.18 5.99 -1.48  -0.381
C -2.81 6.13 -1.69  -0.452
C -1.92 5.29 -1.03  -0.281
H -1.70 3.64 0.33  0.404
H -4.14 3.38 0.69  0.362
H -5.72 4.90 -0.45  0.358
H -4.88 6.65 -1.99  0.362
H -2.44 6.90 -2.36  0.362
H -0.85 5.40 -1.19  0.371

Record 2
Computed, not measured: a structure of composition C28H33N8O4S2, with ωB97M-V with the def2-TZVPD basis set.

Summary:
- E (Ha) = -2622.1791
- HOMO-LUMO gap (eV) = 8.081
- maximum force (eV/A) = 0.3
- LUMO (Eh) = 0.08293
- charge = -1

Each line ends with the Mulliken charge.
Cartesian coordinates (Å):
C -0.37 -0.49 -1.42  -1.175
C -1.16 0.39 -2.33  0.517
N -0.70 0.71 -3.47  -0.955
C -2.53 0.77 -1.79  -0.783
S -3.14 2.36 -2.34  1.231
O -2.14 3.34 -2.02  -0.666
O -3.43 2.18 -3.75  -0.720
N -4.41 2.68 -1.46  -0.535
S -5.56 1.69 -1.04  1.095
N -6.00 0.80 -2.41  -0.596
O -5.11 0.68 -0.11  -0.647
O -6.70 2.48 -0.67  -0.690
H 0.50 -0.88 -1.94  0.460
H -0.08 0.04 -0.51  0.317
H -0.98 -1.34 -1.11  0.284
H -1.37 1.30 -3.97  0.332
H -3.26 0.03 -2.11  0.587
H -2.52 0.78 -0.70  0.445
H -6.90 1.13 -2.73  0.267
H -6.08 -0.17 -2.11  0.259
N 1.11 -2.51 1.67  -0.208
C 0.49 -3.32 0.82  -0.086
C -0.79 -3.82 1.02  -0.686
C -1.46 -3.46 2.17  -0.186
C -0.83 -2.61 3.07  -0.483
C 0.45 -2.17 2.78  -0.360
H 1.04 -3.57 -0.09  0.411
H -1.25 -4.46 0.28  0.404
H -2.47 -3.81 2.36  0.367
H -1.32 -2.29 3.98  0.396
H 0.97 -1.49 3.45  0.434
N -0.30 -3.13 -4.41  -0.285
C -0.26 -4.37 -4.91  -0.219
C -0.62 -4.68 -6.21  -0.390
C -1.05 -3.66 -7.04  -0.247
C -1.10 -2.37 -6.54  -0.676
C -0.71 -2.15 -5.22  0.111
H 0.07 -5.14 -4.23  0.332
H -0.57 -5.71 -6.56  0.349
H -1.35 -3.86 -8.06  0.366
H -1.43 -1.54 -7.14  0.371
H -0.73 -1.15 -4.79  0.300
N -1.16 2.15 0.95  -0.059
C -1.68 2.68 2.06  -0.353
C -1.27 3.90 2.59  -0.612
C -0.28 4.61 1.93  -0.125
C 0.25 4.07 0.77  -1.087
C -0.22 2.85 0.32  0.284
H -2.46 2.10 2.54  0.440
H -1.73 4.28 3.49  0.414
H 0.06 5.56 2.31  0.450
H 1.01 4.60 0.21  0.399
H 0.15 2.43 -0.61  0.207
N 1.56 3.11 5.25  -0.415
C 1.04 3.66 6.35  -0.230
C 1.42 4.89 6.85  -0.340
C 2.40 5.60 6.18  -0.206
C 2.95 5.05 5.03  -0.371
C 2.49 3.81 4.61  -0.233
H 0.27 3.07 6.85  0.343
H 0.96 5.28 7.75  0.359
H 2.73 6.57 6.54  0.371
H 3.72 5.57 4.47  0.361
H 2.89 3.35 3.71  0.368
N 5.10 -4.52 1.15  -0.578
C 4.29 -3.46 1.10  -0.287
C 4.47 -2.39 0.24  -0.317
C 5.56 -2.41 -0.62  -0.394
C 6.41 -3.50 -0.58  -0.312
C 6.13 -4.52 0.31  -0.190
H 3.44 -3.46 1.78  0.541
H 3.77 -1.57 0.25  0.454
H 5.73 -1.60 -1.31  0.370
H 7.27 -3.57 -1.24  0.352
H 6.78 -5.40 0.37  0.353

Record 3
Computed, not measured: a structure of composition C28H34AuN7SSi2 at a distorted geometry, with ωB97M-V with the def2-TZVPD basis set.

Summary:
- E (Ha) = -2582.9274
- HOMO-LUMO gap (alpha / beta) (eV) = 6.091 / 6.094
- maximum force (eV/A) = 1.9
- LUMO (alpha / beta) (Eh) = -0.26617 / -0.26615
- charge = +2

Each line ends with the Mulliken charge.
Cartesian coordinates (Å):
Au 0.20 -0.63 0.07  -0.176
S 2.42 6.24 -0.75  0.218
N 3.45 5.16 -0.31  -0.629
C 2.90 3.82 -0.25  1.382
C 3.68 2.52 -0.02  -0.143
C 4.92 2.02 -0.36  -0.862
C 5.12 0.64 -0.16  -0.772
C 4.07 -0.16 0.26  -0.554
N 2.84 0.32 0.56  -0.409
C 2.72 1.64 0.47  0.043
C 0.37 2.20 -0.43  1.390
N -0.64 1.26 0.07  -0.045
C -1.82 1.68 0.36  0.354
C -2.27 3.03 0.16  -1.629
C -1.46 3.95 -0.44  -0.846
C -0.15 3.59 -0.80  0.312
C 0.86 4.40 -1.29  0.364
N 0.96 5.73 -1.09  -0.609
H 5.70 2.65 -0.76  0.581
H 6.08 0.19 -0.37  0.426
H 4.23 -1.23 0.39  0.520
H -2.51 0.95 0.76  0.168
H -3.28 3.28 0.44  0.499
H -1.83 4.94 -0.66  0.579
C -3.24 -0.45 -2.05  -0.999
Si -2.29 -1.99 -1.69  0.202
C -0.90 -2.18 -2.90  -0.901
C -3.41 -3.46 -1.74  -0.994
C -1.46 -2.01 0.07  1.598
C -0.45 -3.14 0.07  -0.810
C -0.59 -4.51 0.06  -0.495
C 0.57 -5.27 0.04  -0.887
C 1.83 -4.66 0.03  -0.714
C 1.90 -3.29 0.04  -0.208
N 0.76 -2.57 0.06  0.691
Si -2.33 -2.00 1.81  0.280
C -0.95 -2.11 3.04  -0.965
C -3.38 -0.52 2.17  -1.145
C -3.41 -3.50 1.85  -1.016
H -3.71 -0.57 -3.04  0.480
H -2.60 0.43 -2.12  0.226
H -4.05 -0.26 -1.33  0.357
H -1.29 -2.19 -3.92  0.471
H -0.35 -3.12 -2.74  0.301
H -0.18 -1.35 -2.83  0.230
H -3.87 -3.48 -2.74  0.434
H -4.22 -3.40 -1.01  0.305
H -2.87 -4.40 -1.61  0.315
H -1.57 -4.97 0.05  0.452
H 0.50 -6.35 0.03  0.497
H 2.74 -5.24 0.01  0.483
H 2.84 -2.75 0.02  0.128
H -0.22 -1.30 2.91  0.275
H -0.42 -3.07 2.98  0.306
H -1.35 -2.03 4.06  0.471
H -2.80 0.37 2.43  0.311
H -3.97 -0.78 3.06  0.518
H -4.10 -0.28 1.38  0.414
H -2.86 -4.44 1.79  0.325
H -4.18 -3.48 1.08  0.324
H -3.92 -3.49 2.83  0.447
C 2.18 4.33 2.13  -1.004
N 1.89 3.76 0.81  0.152
C 2.11 3.67 -1.67  -0.125
C 1.84 2.28 -2.16  -1.082
N 1.00 1.54 -1.58  -0.438
C 1.44 2.40 0.76  -0.488
H 2.68 5.28 2.03  0.390
H 2.81 3.68 2.75  0.340
H 1.24 4.50 2.66  0.360
H 2.70 4.22 -2.40  0.878
H 2.37 1.90 -3.03  0.412
H 0.95 2.10 1.69  0.739

Record 4
Computed, not measured: a structure of composition C28H34BFN8O4Re at a distorted geometry, with ωB97M-V with the def2-TZVPD basis set.

Summary:
- <S²> = 1.242
- E (Ha) = -2028.8518
- HOMO-LUMO gap (alpha / beta) (eV) = 7.168 / 6.326
- maximum force (eV/A) = 2.2
- 2S+1 = 2
- LUMO (alpha / beta) (Eh) = -0.24391 / -0.25936
- energy above the lowest of the compared OMol25 structures with the same formula, charge and spin (kcal per mole) = 69.6
- charge = +2

Each line ends with the Mulliken charge.
Cartesian coordinates (Å):
Re 0.71 -0.76 0.33  1.229
C 0.28 -3.34 -3.51  -1.509
C 0.13 -3.34 -2.01  0.764
C -0.97 -3.91 -1.39  -0.292
C -0.98 -4.14 -0.01  -0.874
C 0.12 -3.83 0.76  -0.296
C 1.23 -3.20 0.17  -0.834
C 1.21 -2.93 -1.20  -0.809
H 0.89 -2.51 -3.86  0.322
H -0.68 -3.36 -4.02  0.468
H 0.81 -4.24 -3.82  0.412
H -1.81 -4.24 -1.99  0.493
H -1.84 -4.63 0.44  0.490
H 0.14 -4.11 1.80  0.568
H 2.17 -3.15 0.70  0.861
H 2.12 -2.59 -1.69  0.488
C 2.53 2.28 0.94  -1.360
C 1.10 2.20 1.36  0.305
C 0.34 3.15 2.05  -1.314
C -0.89 2.55 2.28  0.793
C -2.07 3.10 3.00  -1.408
N -0.86 1.32 1.73  0.732
N 0.35 1.11 1.15  0.685
B -1.87 0.16 1.87  -1.353
N -1.16 -1.02 2.58  0.986
N 0.14 -1.26 2.24  0.144
C 0.72 -1.92 3.25  0.460
C 2.17 -2.27 3.23  -1.561
C -0.23 -2.13 4.25  -1.121
C -1.39 -1.54 3.80  0.725
C -2.71 -1.43 4.48  -1.406
N -2.28 -0.24 0.43  0.542
N -1.31 -0.36 -0.50  0.059
C -1.93 -0.36 -1.69  0.760
C -1.39 -0.49 -3.07  -0.636
C -3.30 -0.27 -1.51  -1.363
C -3.49 -0.20 -0.13  0.438
C -4.76 -0.07 0.64  -1.411
H 3.17 2.43 1.80  0.463
H 2.71 3.12 0.26  0.369
H 2.85 1.36 0.44  0.121
H 0.66 4.13 2.36  0.578
H -1.88 4.14 3.26  0.398
H -2.26 2.55 3.92  0.279
H -2.96 3.05 2.39  0.292
H -2.81 0.51 2.51  -0.061
H 2.68 -1.83 2.38  0.240
H 2.33 -3.35 3.22  0.315
H 2.65 -1.88 4.13  0.443
H -0.08 -2.63 5.19  0.589
H -2.78 -2.18 5.27  0.436
H -3.53 -1.58 3.78  0.258
H -2.84 -0.45 4.94  0.270
H 0.43 -0.21 -4.02  0.431
H -2.11 -0.08 -3.78  0.490
H -1.14 -1.52 -3.34  -0.324
H -4.06 -0.23 -2.27  0.604
H -5.61 -0.13 -0.04  0.414
H -4.80 0.88 1.16  0.272
H -4.85 -0.87 1.37  0.274
F 5.65 1.96 -2.39  -0.302
C 4.54 2.62 -2.70  0.337
C 3.34 2.12 -2.41  -0.540
N 2.18 2.79 -2.76  0.188
C 0.85 2.37 -2.32  -1.130
C 0.70 0.89 -2.30  0.546
O -0.13 0.32 -3.41  -0.238
O 1.00 0.04 -1.49  -0.373
C 2.21 4.04 -3.40  0.294
O 1.19 4.63 -3.67  -0.606
N 3.46 4.50 -3.69  -0.042
C 4.70 3.91 -3.38  0.244
O 5.74 4.43 -3.66  -0.523
H 3.25 1.17 -1.92  0.748
H 0.15 2.81 -3.03  0.529
H 0.61 2.74 -1.32  0.284
H 3.50 5.39 -4.17  0.256

Record 5
Computed, not measured: a structure of composition C28H34Br12F18O12 at a distorted geometry, with ωB97M-V with the def2-TZVPD basis set.

Summary:
- E (Ha) = -34675.9110
- HOMO-LUMO gap (eV) = 9.118
- maximum force (eV/A) = 6.0
- LUMO (Eh) = -0.03876
- energy above the lowest of the compared OMol25 structures with the same formula, charge and spin (kcal per mole) = 0.0
- charge = 0

Each line ends with the Mulliken charge.
Cartesian coordinates (Å):
C -1.50 2.61 -2.82  0.173
Br -1.66 2.36 -0.81  0.094
Br 0.26 3.35 -3.38  0.040
Br -2.90 3.78 -3.60  -0.051
H -1.71 1.63 -3.23  -0.273
C 0.71 -3.61 2.33  -0.058
Br -0.04 -5.29 2.98  -0.036
Br 1.69 -4.08 0.75  0.013
Br 1.84 -2.63 3.59  -0.094
H -0.10 -2.93 2.08  0.167
C -3.09 0.60 4.09  -0.463
Br -4.49 1.19 5.39  -0.062
Br -1.69 -0.45 5.00  -0.033
Br -2.38 2.03 3.00  0.115
H -3.65 -0.08 3.45  0.415
C 3.99 1.85 -4.15  -0.188
Br 5.86 1.40 -3.98  -0.039
Br 3.09 0.46 -5.19  0.013
Br 3.80 3.61 -5.08  -0.048
H 3.56 1.82 -3.15  0.206
C 4.98 -3.60 -6.34  -1.277
C 4.19 -3.39 -5.04  0.126
O 3.91 -4.72 -4.65  -0.258
C 2.88 -5.07 -3.81  0.179
O 2.18 -4.33 -3.15  -0.459
C 2.74 -6.65 -3.72  0.871
F 1.48 -6.99 -3.63  -0.171
F 3.36 -7.17 -4.79  -0.265
F 3.45 -7.01 -2.65  -0.238
H 5.74 -4.35 -6.13  0.328
H 5.51 -2.75 -6.78  0.363
H 4.49 -4.00 -7.23  0.335
H 3.24 -2.90 -5.23  0.130
H 4.77 -2.90 -4.26  0.258
C -1.29 -4.10 -1.63  -0.039
C -0.66 -5.52 -1.67  -0.022
O -1.12 -6.14 -0.47  -0.120
C -0.52 -7.32 -0.04  0.412
O 0.46 -7.82 -0.58  -0.554
C -1.37 -8.05 1.02  0.700
F -2.45 -7.43 1.32  -0.236
F -1.68 -9.19 0.46  -0.266
F -0.68 -8.32 2.13  -0.236
H -2.38 -4.16 -1.62  0.410
H -1.04 -3.51 -2.51  -0.526
H -1.03 -3.61 -0.70  0.091
H 0.41 -5.34 -1.56  -0.029
H -0.83 -6.15 -2.54  0.498
C -1.70 6.43 8.94  -1.235
C -1.34 6.32 7.45  -0.377
O -0.63 5.16 7.13  -0.189
C 0.72 5.05 7.27  0.290
O 1.46 5.98 7.64  -0.558
C 1.27 3.66 6.77  0.939
F 2.00 3.83 5.64  -0.230
F 2.16 3.23 7.77  -0.263
F 0.31 2.80 6.54  -0.186
H -2.38 5.64 9.24  0.313
H -2.18 7.41 9.01  0.374
H -0.82 6.38 9.58  0.321
H -0.71 7.17 7.17  0.407
H -2.27 6.58 6.95  0.439
C -1.29 -0.66 -5.38  -1.123
C -1.67 -2.14 -4.99  0.660
O -3.13 -2.26 -5.05  -0.268
C -3.69 -3.40 -4.65  0.422
O -3.02 -4.34 -4.15  -0.547
C -5.19 -3.41 -4.87  0.900
F -5.63 -4.60 -5.21  -0.253
F -5.78 -3.19 -3.71  -0.275
F -5.66 -2.52 -5.64  -0.230
H -0.21 -0.50 -5.35  0.337
H -1.75 0.12 -4.77  0.033
H -1.70 -0.49 -6.37  0.443
H -1.28 -2.21 -3.98  -0.493
H -1.18 -2.82 -5.69  0.324
C 1.72 2.01 2.26  -1.072
C 0.94 0.77 1.83  0.622
O 1.23 0.46 0.48  -0.167
C 0.58 -0.48 -0.17  0.504
O -0.27 -1.21 0.41  -0.691
C 1.03 -0.62 -1.68  0.711
F 1.35 -1.91 -1.96  0.020
F -0.07 -0.34 -2.40  -0.189
F 1.94 0.24 -1.98  -0.203
H 1.59 2.80 1.52  0.349
H 2.77 1.76 2.45  0.373
H 1.28 2.33 3.21  0.076
H -0.10 1.07 1.75  -0.148
H 1.02 -0.01 2.58  -0.028
C -0.98 5.14 3.82  -0.670
C -1.69 5.76 2.55  -0.427
O -0.76 6.55 1.75  -0.229
C -0.56 7.81 1.97  0.468
O -1.18 8.45 2.89  -0.609
C 0.35 8.51 0.93  0.800
F 1.29 9.20 1.54  -0.246
F 0.94 7.66 0.06  -0.236
F -0.42 9.35 0.26  -0.241
H -1.71 4.67 4.48  0.407
H -0.45 5.86 4.45  0.392
H -0.34 4.31 3.52  0.048
H -2.48 6.47 2.83  0.369
H -2.07 5.01 1.86  0.147

Record 6
Computed, not measured: a structure of composition C28H34Br2N6OPt, with ωB97M-V with the def2-TZVPD basis set.

Summary:
- E (Ha) = -6757.9593
- HOMO-LUMO gap (alpha / beta) (eV) = 3.351 / 3.351
- maximum force (eV/A) = 0.8
- LUMO (alpha / beta) (Eh) = -0.35463 / -0.35465
- energy above the lowest of the compared OMol25 structures with the same formula, charge and spin (kcal per mole) = 26.7
- charge = +2

Each line ends with the Mulliken charge.
Cartesian coordinates (Å):
Pt -0.31 -0.39 -0.16  1.364
N 1.49 2.20 -1.53  -0.096
C 2.24 1.29 -0.97  0.468
N 3.54 1.56 -0.82  -0.579
C 4.29 0.62 -0.28  0.303
N 5.57 0.87 -0.03  -0.321
N 3.84 -0.63 0.03  -0.612
C 2.57 -0.82 -0.15  0.002
N 1.67 0.09 -0.61  -0.014
C 2.06 -2.19 0.07  0.972
C 2.91 -3.25 0.34  -0.630
C 2.37 -4.51 0.47  -0.630
C 1.00 -4.67 0.33  -1.250
C 0.22 -3.56 0.08  -0.048
N 0.73 -2.34 -0.05  0.079
H 1.89 3.10 -1.75  0.291
H 0.49 2.08 -1.62  -0.045
H 5.96 1.76 -0.29  0.265
H 6.16 0.15 0.33  0.244
H 3.97 -3.06 0.43  0.556
H 3.00 -5.36 0.68  0.465
H 0.53 -5.65 0.41  0.466
H -0.85 -3.65 -0.02  0.592
Br 0.75 -0.20 3.05  0.038
C 1.71 1.33 3.76  -0.704
Br 2.69 2.26 2.41  -0.067
H 2.41 0.95 4.50  0.475
H 0.98 2.00 4.20  0.399
C -3.77 -0.75 2.68  -1.324
C -3.49 -2.25 2.46  0.292
C -2.02 -2.60 2.77  -1.202
C -3.91 -2.68 1.10  0.553
C -4.91 -3.59 0.91  -1.098
C -5.29 -3.95 -0.39  -0.619
C -4.72 -3.43 -1.56  -0.952
C -3.72 -2.51 -1.51  0.360
C -3.09 -2.00 -2.77  0.368
C -1.82 -2.83 -3.04  -1.308
C -2.79 -0.51 -2.84  -1.180
C -3.23 -2.11 -0.13  0.239
O -2.27 -1.37 0.03  -0.306
H -3.46 -0.48 3.69  0.457
H -4.83 -0.53 2.57  0.397
H -3.21 -0.13 1.98  0.135
H -4.12 -2.81 3.16  0.696
H -1.34 -2.00 2.18  -0.260
H -1.82 -3.66 2.58  0.340
H -1.83 -2.40 3.82  0.561
H -5.42 -4.03 1.75  0.531
H -6.09 -4.68 -0.50  0.471
H -5.11 -3.75 -2.52  0.546
H -3.82 -2.23 -3.55  0.732
H -1.04 -2.59 -2.32  0.140
H -1.45 -2.58 -4.04  0.453
H -2.01 -3.91 -3.02  0.385
H -1.88 -0.24 -2.29  -0.080
H -3.62 0.10 -2.48  0.413
H -2.63 -0.25 -3.89  0.532
C -1.45 1.34 0.07  -0.697
C -1.08 2.75 -0.21  -0.659
C -0.49 3.54 0.77  -0.045
C -0.17 4.87 0.51  -0.799
C -0.44 5.42 -0.73  -0.569
C -1.06 4.65 -1.71  -0.805
C -1.39 3.33 -1.44  0.401
H -2.33 1.09 -0.53  0.429
H -1.65 1.20 1.14  0.297
H -0.27 3.12 1.74  0.544
H 0.29 5.47 1.28  0.434
H -0.20 6.45 -0.94  0.426
H -1.31 5.08 -2.67  0.430
H -1.90 2.74 -2.20  0.360